(1)
{"formula": "C28H32F6FeN8O2P", "method": "the ωB97M-V functional and the def2-TZVPD basis", "total_charge": 2, "spin_multiplicity": 2, "s2": 0.826, "gap_ev": [7.60, 5.22], "de_lowest_ev": 0.000, "symbols": ["Fe", "C", "N", "C", "C", "N", "C", "P", "C", "N", "C", "C", "N", "C", "C", "N", "C", "C", "N", "C", "H", "H", "H", "H", "H", "H", "H", "H", "H", "H", "H", "H", "H", "H", "H", "N", "C", "C", "C", "C", "C", "C", "C", "C", "N", "C", "H", "H", "H", "H", "H", "H", "H", "H", "C", "C", "O", "C", "F", "F", "F", "C", "F", "F", "F", "H", "H", "H", "C", "C", "C", "O", "H", "H", "H", "H", "H", "H"], "positions_angstrom": [[-0.158, 0.055, -0.374], [-0.373, 1.573, 4.868], [-0.090, 0.716, 3.721], [0.332, -0.581, 3.784], [0.486, -1.001, 2.496], [0.164, 0.023, 1.649], [-0.178, 1.051, 2.415], [-0.526, 2.717, 1.780], [0.817, 2.736, 0.533], [1.115, 1.753, -0.312], [2.058, 2.251, -1.171], [2.329, 3.547, -0.840], [1.539, 3.843, 0.238], [1.471, 5.141, 0.906], [-1.811, 2.291, 0.574], [-1.596, 1.459, -0.433], [-2.693, 1.521, -1.236], [-3.573, 2.427, -0.716], [-3.007, 2.906, 0.431], [-3.602, 3.896, 1.322], [-0.201, 0.998, 5.773], [-1.411, 1.897, 4.849], [0.284, 2.441, 4.868], [0.476, -1.090, 4.721], [0.783, -1.970, 2.139], [2.467, 1.663, -1.975], [3.008, 4.266, -1.265], [2.223, 5.790, 0.468], [1.672, 5.031, 1.969], [0.490, 5.592, 0.765], [-2.793, 0.908, -2.113], [-4.547, 2.743, -1.046], [-4.669, 3.941, 1.121], [-3.165, 4.879, 1.154], [-3.455, 3.600, 2.357], [3.090, -0.096, 0.959], [3.521, -1.309, 0.684], [4.778, -1.745, 1.184], [5.232, -3.017, 0.940], [4.455, -3.891, 0.186], [3.205, -3.491, -0.356], [2.450, -4.371, -1.160], [1.278, -3.922, -1.692], [0.857, -2.616, -1.396], [1.523, -1.766, -0.629], [2.703, -2.198, -0.126], [3.648, 0.536, 1.511], [2.177, 0.222, 0.640], [5.371, -1.055, 1.771], [6.186, -3.335, 1.335], [4.799, -4.899, -0.005], [2.811, -5.375, -1.343], [0.662, -4.547, -2.321], [-0.074, -2.241, -1.803], [-3.605, -2.374, -1.203], [-2.530, -2.022, -0.172], [-1.602, -1.189, -0.729], [-3.238, -1.319, 1.023], [-4.113, -2.082, 1.679], [-2.349, -0.868, 1.932], [-3.913, -0.239, 0.587], [-1.883, -3.352, 0.310], [-1.528, -4.103, -0.760], [-0.744, -3.131, 1.004], [-2.668, -4.115, 1.068], [-4.069, -1.455, -1.553], [-4.375, -3.020, -0.779], [-3.143, -2.882, -2.045], [0.074, -0.990, -4.501], [-0.070, 0.235, -3.652], [-0.691, 1.458, -4.250], [0.290, 0.222, -2.481], [0.161, -0.758, -5.560], [-0.835, -1.586, -4.364], [0.920, -1.585, -4.165], [-0.401, 1.591, -5.291], [-0.448, 2.339, -3.659], [-1.777, 1.324, -4.238]]}


(2)
{"formula": "C2H10N3OPS", "method": "the ωB97M-V functional and the def2-TZVPD basis", "spin_multiplicity": 3, "s2": 2.009, "gap_ev": [6.80, 8.83], "symbols": ["C", "C", "N", "N", "N", "O", "P", "S", "H", "H", "H", "H", "H", "H", "H", "H", "H", "H"], "positions_angstrom": [[2.626, 0.582, 1.348], [1.410, -0.139, 1.470], [-1.642, -0.085, -0.346], [-1.640, 0.543, -2.827], [-0.953, -0.441, 2.262], [0.655, 0.217, -1.507], [-0.737, -0.246, -1.703], [0.361, 0.367, 2.567], [2.660, 1.374, 2.121], [3.475, -0.042, 1.297], [2.678, 0.954, 0.278], [-0.696, -1.591, -2.068], [1.081, -1.108, 0.977], [-1.303, -0.674, 0.417], [-2.555, -0.423, -0.592], [-2.636, 0.332, -2.934], [-1.079, 0.538, -3.639], [-1.705, -0.157, 2.879]]}


(3)
{"formula": "C2H3NO3", "method": "the ωB97M-V functional and the def2-TZVPD basis", "smiles": "N=C=O.O=CO", "gap_ev": 11.08, "de_lowest_ev": 1.482, "symbols": ["C", "C", "N", "O", "O", "O", "H", "H", "H"], "positions_angstrom": [[1.687, 0.899, -0.061], [-1.368, -0.204, 0.268], [0.994, 0.096, -0.651], [2.055, 1.653, 0.734], [-0.798, 0.374, 1.147], [-1.070, -1.378, -0.155], [-2.213, 0.371, -0.182], [1.087, -0.172, -1.574], [-0.375, -1.639, 0.475]]}


(4)
{"formula": "C4H6O2", "method": "the ωB97M-V functional and the def2-TZVPD basis", "smiles": "CC(C=O)C=O", "gap_ev": 10.53, "de_lowest_ev": 1.196, "symbols": ["C", "C", "C", "O", "C", "O", "H", "H", "H", "H", "H", "H"], "positions_angstrom": [[0.510, -0.819, 1.029], [0.044, -0.129, -0.253], [-1.430, -0.091, -0.598], [-1.759, 0.002, -1.758], [0.666, 1.251, -0.440], [1.685, 1.601, 0.100], [1.514, -0.461, 1.279], [-0.131, -0.594, 1.892], [0.550, -1.905, 0.919], [0.393, -0.605, -1.180], [-2.197, -0.135, 0.200], [0.155, 1.885, -1.190]]}


(5)
{"formula": "C4H5Cl2NO", "method": "the ωB97M-V functional and the def2-TZVPD basis", "gap_ev": 10.51, "de_lowest_ev": 1.226, "symbols": ["C", "C", "C", "C", "N", "O", "Cl", "Cl", "H", "H", "H", "H", "H"], "positions_angstrom": [[-0.941, -0.794, 0.324], [1.304, 0.355, 1.121], [0.121, 0.968, -1.307], [0.260, -0.301, -0.378], [-1.377, -0.586, 1.488], [1.209, 1.462, 1.467], [-1.974, -1.724, -0.711], [2.353, -0.769, 1.843], [0.197, 1.862, -0.697], [0.936, 0.975, -2.097], [-0.827, 0.754, -1.778], [0.897, -1.071, -0.881], [-2.159, -1.132, 1.606]]}


Record order is preserved below.
Calculated total energy: -105541.19373; -28875.47676; -9754.60699; -8339.26521; -32809.96276 eV
Record order is preserved below.
Maximum force: 1.3; 6.2; 4.0; 0.6; 5.0 eV/Å